{"formula": "C7H4I2N2", "method": "ωB97M-V/def2-TZVPD", "symbols": ["C", "C", "I", "C", "C", "H", "C", "N", "N", "H", "C", "C", "H", "H", "I"], "coordinates": [[-2.1444, -0.9873, 0.2120], [0.2656, -0.7778, -0.0329], [2.0150, -1.9979, -0.0834], [-2.3031, 0.3789, -0.0043], [3.4479, 1.2668, 0.3465], [-3.0615, -1.4915, 0.4121], [-0.8739, -1.5268, 0.1906], [2.4040, 1.0639, -0.1699], [1.2261, 1.4466, -0.3484], [-1.1413, 2.1460, -0.4058], [-1.1771, 1.1409, -0.2918], [0.1120, 0.5920, -0.2702], [-3.2399, 0.7610, 0.0232], [-0.8432, -2.5191, 0.3787], [5.3137, 0.5044, 0.0436]], "forces_ev_per_angstrom": [[0.095, 1.743, -0.134], [-0.523, -0.819, -0.102], [-0.368, 0.539, -0.053], [3.358, -1.150, -0.571], [2.088, -0.918, 0.444], [-0.101, -1.003, 0.164], [-0.945, 1.841, -0.256], [-2.372, 1.179, 0.769], [-0.874, 0.421, -1.718], [-0.554, 3.086, -0.464], [0.621, -2.467, 0.746], [1.694, -1.051, 0.800], [-2.637, 1.462, 0.036], [0.600, -3.085, 0.468], [-0.083, 0.222, -0.128]], "homo_ev": [-7.9, -7.9], "largest_force_ev_per_a": 3.59, "e_lumo_ev": [-1.091, -1.088]}